(1)
50
Properties=species:S:1:pos:R:3 method="wB97M-V/def2-TZVPD" largest_force_ev_per_a=3.1 spin_multiplicity=7 e_homo_ev="-11.96 / -11.98" charge=+1 s2=12.613 gap_ev="7.19 / 7.97"
C -1.382 -3.237 -1.717
H 0.692 -3.735 2.192
C 1.218 -2.824 1.896
H -1.667 -4.295 -1.819
C -1.004 -2.811 -0.482
C 3.692 2.268 2.448
C 2.707 3.455 0.474
C -1.649 -0.325 -0.620
H -2.777 2.064 -2.703
H -2.060 -0.817 2.623
Cl 2.309 0.704 5.891
F -3.795 -1.672 -1.249
C 1.228 1.644 3.523
H -1.499 -0.763 -4.044
H 1.833 -3.019 1.032
H 0.253 1.323 3.926
C -0.678 -1.438 -0.119
H 0.376 2.798 1.888
H 1.867 -2.568 2.729
H 1.321 1.898 -4.301
Tb 0.724 1.130 0.099
H 4.661 2.504 2.004
C -1.279 -1.167 -3.059
C 2.382 1.335 4.280
C -1.511 -2.497 -2.920
P 0.101 -1.376 1.646
C 2.539 2.685 1.760
H -1.818 -2.587 2.650
H -1.819 -3.076 -3.798
F -3.883 0.459 -1.124
F -3.621 -0.738 0.692
C 0.803 0.984 -4.020
H 0.355 0.568 -4.932
O 2.083 2.852 -0.547
P -0.420 1.446 -2.695
C -1.334 -1.609 2.784
O -1.343 0.868 0.048
H -1.105 -3.573 0.309
C -3.235 -0.616 -0.607
H -0.909 -1.525 3.783
C -0.922 -0.263 -1.995
C 3.619 1.600 3.659
H -2.338 1.380 -4.306
H 4.555 1.326 4.138
C 1.292 2.326 2.300
C -1.989 2.033 -3.482
O 3.397 4.476 0.450
O 0.250 -0.843 -1.199
H 1.504 0.242 -3.633
H -1.721 3.007 -3.852

***

(2)
126
Properties=species:S:1:pos:R:3 method="wB97M-V/def2-TZVPD" largest_force_ev_per_a=5.9 spin_multiplicity=1 e_homo_ev=-9.27 charge=0 gap_ev=9.22
O -0.348 0.149 -0.499
S 0.469 -0.097 -1.670
O 0.648 1.200 -2.292
C -3.976 6.394 0.359
H -2.590 -4.528 1.147
H 3.209 0.421 0.876
C -3.696 -2.703 -1.481
H 0.919 -0.106 1.806
C -2.572 -1.588 -1.550
H -1.237 4.370 9.032
C 1.747 -0.758 2.140
H -0.244 -4.943 0.126
H -3.913 2.335 -0.299
H 6.475 0.452 -2.014
H -4.345 -2.547 -2.369
H 1.540 -3.587 0.393
C -0.058 -5.472 -2.449
C 1.996 -1.696 -3.994
H -3.099 1.335 -2.789
C -2.361 3.044 0.989
C -1.463 4.704 8.017
H -3.568 7.370 0.639
H 2.429 -4.754 -2.640
C -1.262 4.460 4.898
H -1.067 -5.206 -2.068
C 1.738 -2.857 -1.649
H -1.851 2.250 -3.320
C -0.629 -3.525 1.617
H 3.935 -1.974 -6.233
H 6.085 -1.205 -2.617
H -0.139 -6.581 -2.552
C 0.987 -2.474 -3.047
H 0.483 5.548 7.728
H -5.818 5.659 -0.544
H -2.232 -4.382 2.875
H -0.238 -4.496 3.568
C 3.369 -4.795 -0.779
C 5.757 -0.147 -2.606
H -0.516 -2.450 1.846
C -3.599 3.288 0.141
H 0.198 -5.497 2.107
H 0.735 -5.375 -1.700
H -1.997 5.674 -0.054
C 0.577 -3.614 -4.033
H 4.063 -1.702 2.879
H -0.887 6.347 5.844
H -1.987 5.660 8.087
H 5.220 -0.675 1.902
C 0.883 -3.084 -0.353
H 1.398 3.470 4.639
H 1.565 -1.341 -4.945
H 1.940 -0.503 3.205
H -3.281 -3.725 -1.534
H 4.439 -1.709 0.211
H 5.052 -1.843 -4.817
H 0.241 0.157 -4.484
H -4.251 4.329 -1.617
C 2.817 -3.970 -1.955
H -1.537 2.677 0.373
H -6.004 7.141 0.390
H -2.280 4.412 5.297
C 0.628 2.975 4.043
H 5.719 0.183 -3.662
H 3.737 0.579 -2.698
C 3.047 -0.585 1.299
Cl -4.766 -2.490 -0.044
C -0.408 5.364 5.790
C -0.394 -3.841 0.066
H 0.596 3.449 3.059
N -2.123 1.304 -3.069
H -0.705 -1.261 -4.912
O 3.831 -1.414 -1.954
H -1.395 -3.699 -0.356
H -4.428 3.616 0.775
H 3.707 -3.624 -2.505
C -5.339 6.607 -0.292
C -0.178 4.847 7.209
O 2.760 -5.632 -0.251
H -1.879 0.872 -5.090
H -1.349 4.931 3.913
O 1.975 -0.356 -1.124
C -0.184 -1.364 -2.818
H 0.351 3.889 7.186
H -4.096 5.835 1.291
H 0.936 1.937 3.905
C -2.160 -3.844 1.910
H -2.569 2.293 1.755
H -1.383 -3.188 -2.363
H -2.826 6.307 -1.455
C 0.185 -4.483 2.545
H -3.118 -0.675 -1.827
H -2.140 3.972 7.573
H -1.452 2.478 4.111
C -0.558 -0.502 -4.109
Br 5.218 -4.548 -0.095
H -2.108 -2.223 -3.524
C -0.736 3.037 4.721
C 4.013 -1.684 -5.163
C -1.532 -2.110 -2.574
H 3.804 -0.594 -5.111
H 4.115 0.075 3.124
C -3.354 4.282 -0.989
C 2.628 -1.612 -1.145
H 4.420 0.421 -1.013
H 1.489 -1.834 2.141
H 2.306 -0.713 -3.561
C -1.873 0.320 -4.116
H -5.246 7.200 -1.205
H -2.557 3.890 -1.630
H -2.782 -0.318 -4.184
Br 0.562 -3.329 -6.023
H -0.691 2.522 5.685
C 4.217 -0.728 2.367
H 0.732 -2.105 0.160
Br -0.414 -6.146 -5.213
H -2.752 -2.918 1.996
H -2.191 -1.535 -0.511
H 1.223 -4.086 2.630
C 0.127 -4.873 -3.823
O 3.111 -2.479 -4.403
C 4.295 -0.076 -1.992
C -2.969 5.698 -0.556
H 3.196 -2.684 0.847
H -2.034 3.953 1.500
H 0.564 5.531 5.315
C 3.332 -1.757 0.267

***

(3)
183
Properties=species:S:1:pos:R:3 method="wB97M-V/def2-TZVPD" largest_force_ev_per_a=3.6 spin_multiplicity=1 e_homo_ev=-7.95 e_above_lowest_kj_mol=114.4 charge=0 gap_ev=8.33
H -1.863 2.498 -4.449
C -1.802 1.402 3.953
C 0.096 2.571 -5.368
H -5.221 1.244 0.858
N 0.403 -3.663 4.412
C 6.058 -5.071 -4.249
C 1.327 -0.264 -3.168
C -5.738 5.260 1.903
C 5.309 -3.237 -3.027
C 0.144 -1.598 0.688
C 4.734 -1.404 -6.906
H 0.595 0.426 1.330
H 3.800 -1.712 -7.375
O 0.479 -2.484 -3.240
H -6.510 3.021 1.533
H 1.989 -1.176 -4.742
H -0.952 1.490 3.278
O -6.796 -2.311 -1.183
H -6.941 6.502 3.889
H 4.498 -2.186 2.979
C 1.177 -1.439 5.162
H -4.836 -1.575 -1.167
H 4.922 -3.535 1.845
C 2.417 -6.980 1.837
C -0.540 1.872 -0.385
C 0.156 5.123 2.432
H 1.551 -6.723 2.448
H 2.337 0.605 2.770
H -5.246 6.107 2.383
C 2.256 -4.243 -0.741
H -1.725 11.592 1.889
H -1.186 3.364 -6.948
H 2.515 -8.046 1.629
H 5.019 -5.356 -4.417
C 0.712 9.498 1.996
H 5.742 -2.533 -2.317
H -8.265 6.478 2.600
H 3.981 -4.947 -1.259
C -0.211 3.570 -6.505
H 1.053 0.702 -2.744
C 3.149 0.565 -4.424
H -3.692 -7.415 -0.904
H -1.391 -3.158 -2.781
H -6.654 0.105 -0.591
H 2.917 -4.367 1.228
H -2.456 0.636 1.609
H 0.555 -3.445 7.161
C -6.152 -0.494 0.170
H -1.356 -4.482 -0.654
H 1.350 9.944 1.232
N 1.944 -0.208 -4.459
C 4.029 0.428 -5.656
C -6.483 -3.573 -1.782
O -0.660 0.488 -0.365
N -5.030 0.259 0.738
H -6.855 -0.814 0.939
H -7.329 -3.799 -2.432
H 3.149 0.115 4.254
H -3.155 3.689 0.462
H -6.486 -4.335 -1.003
O 0.078 1.290 -5.938
C 5.205 -2.559 2.238
H -5.614 -3.546 -2.440
H 0.138 -2.139 -0.258
C 0.990 7.974 1.872
N 1.126 -2.186 1.543
O -3.010 -7.249 -1.558
H -0.764 3.627 -3.680
H 3.276 -4.203 -3.245
H -3.126 5.327 0.931
H -0.896 -2.051 4.856
H -1.183 -1.370 2.229
H 1.320 4.481 -0.398
C 0.400 -0.141 0.419
H 6.586 -2.985 -0.181
H 0.716 -3.384 3.493
H -8.342 5.438 4.025
H 1.950 -0.801 -2.454
N 3.653 -3.994 -1.185
H -1.377 -2.956 1.427
H -5.334 -2.566 0.172
H -4.224 4.930 -0.381
H -2.756 -4.822 -1.705
C -0.815 2.674 -4.206
C -1.474 -7.390 0.325
C -3.245 0.644 2.360
C -0.227 -2.892 6.642
C 6.623 -1.976 0.230
H 0.160 4.055 2.649
N -5.588 3.008 1.121
H 5.293 -2.339 -6.952
H 2.057 -2.035 1.182
H -0.623 1.839 -3.531
H -1.160 -3.456 6.626
H 6.133 -2.699 2.793
H 2.116 5.688 3.040
O -0.678 9.842 1.903
H 1.984 7.823 1.450
C -0.601 -3.351 -3.506
H -0.875 5.449 2.568
H 2.385 5.382 0.655
H 2.904 1.612 -4.244
H 1.182 -1.627 2.382
H -2.850 -4.967 0.040
H 0.787 0.803 -5.511
H 0.937 -0.738 5.961
H -2.050 -1.570 0.688
H -0.331 -4.406 -3.450
H -1.933 -6.877 1.170
C -1.188 -1.893 1.273
H 0.361 2.208 -0.900
H 3.734 0.265 -3.555
H 2.072 -1.998 5.436
H -6.021 5.679 0.938
H -0.497 -0.930 -4.234
H 6.349 -4.423 -5.076
H 4.859 1.129 -5.739
C -1.864 -6.629 -1.009
O -2.654 0.381 3.652
H 1.701 -3.305 -0.739
H -0.706 -0.951 -2.546
C -5.683 -1.796 -0.517
H -1.144 -6.651 -1.826
H 3.285 -2.557 -2.744
C 3.808 -3.502 -2.601
H 3.294 -6.735 2.435
O -6.907 4.846 2.722
C 2.200 -4.915 0.616
C 5.351 -1.617 1.086
H 1.832 1.235 4.348
H -4.403 3.910 2.577
H -4.026 -1.311 1.659
H -5.806 3.254 0.166
H 0.938 5.684 4.317
H 1.780 3.682 1.096
H -0.303 11.695 0.983
N 0.928 7.425 3.260
H 6.617 -6.007 -4.233
H 4.220 -2.603 -0.194
H -1.304 1.228 4.907
O 1.251 -0.764 3.881
H -2.263 2.384 4.065
C -4.409 -0.338 1.965
H 5.433 -2.671 -3.951
H -0.980 -3.138 -4.506
H 5.386 -0.587 1.440
O 6.120 -4.426 -3.033
H 1.194 -4.737 0.994
H -5.166 -0.432 2.744
H 7.514 -1.951 0.856
H 1.800 -4.852 -1.521
H -0.402 -7.302 0.506
C 0.035 -2.503 5.196
H -0.295 4.547 -6.029
H 6.856 -1.258 -0.556
C -2.206 -5.144 -0.821
H 1.103 2.805 -5.022
H 0.598 3.745 -7.214
H -0.636 2.262 0.629
H -0.010 7.584 3.597
H -0.359 -1.948 7.169
H 3.441 0.532 -6.568
O 0.349 5.186 1.020
H 1.399 -0.039 -0.003
H -0.315 11.691 2.799
H 5.234 -0.629 -7.487
H -1.351 2.303 -0.971
O 2.435 -6.363 0.540
C 0.054 -1.109 -3.311
C -0.696 11.231 1.887
O 4.180 -1.776 0.291
C 1.092 5.977 3.279
H 1.076 9.876 2.951
H -1.811 -8.427 0.335
H 0.206 7.553 1.243
H 1.214 -4.061 4.862
O 4.544 -0.914 -5.623
C 2.178 0.348 3.817
C -4.853 4.155 1.615
H -3.620 1.666 2.322
C 1.574 4.654 0.647
C -3.803 4.561 0.554
C -7.665 5.920 3.319

***

(4)
132
Properties=species:S:1:pos:R:3 method="wB97M-V/def2-TZVPD" largest_force_ev_per_a=1.7 spin_multiplicity=1 e_homo_ev=-7.56 e_above_lowest_kj_mol=27.8 charge=0 gap_ev=7.47
C -2.308 -7.617 1.858
H 4.822 -6.200 0.130
H -2.062 4.066 -2.335
O -0.072 3.553 -0.650
P -0.919 0.949 -3.954
C 3.142 0.488 1.524
H 2.997 8.631 -2.586
H -1.754 0.353 5.684
H -1.187 -6.920 5.471
H 2.013 3.822 -2.113
N 2.428 0.463 3.870
H 1.910 -7.570 -1.427
C 1.359 6.135 1.742
H 1.584 0.700 8.329
C -0.686 0.418 5.844
C 0.120 5.810 1.194
H -2.634 -7.814 0.844
H -1.969 5.624 1.647
C 2.236 4.877 -2.222
N 0.846 0.355 2.118
C -0.986 5.860 2.040
C 2.787 7.573 -2.486
H 2.099 -4.147 1.569
C 3.645 0.586 -0.698
C -0.867 6.209 3.376
C -2.390 5.081 -2.143
Cs -0.208 1.122 -0.558
H 3.109 0.672 6.388
H -0.864 -1.135 -5.223
H 1.100 7.887 -1.221
H -6.419 1.548 -5.439
H -5.408 2.027 -1.140
C 5.013 0.633 -0.448
C -4.351 -0.697 -1.286
C -0.185 0.518 7.135
H 0.035 -5.413 1.452
C 2.038 0.601 6.240
C 1.492 6.489 3.078
H -4.107 4.916 -3.418
C -5.045 1.197 -3.837
C 1.350 -6.505 0.116
H 4.425 6.971 -3.734
H -4.883 7.223 -2.944
Si -0.045 5.139 -0.563
N -0.054 -4.406 -0.315
C 3.311 5.291 -2.996
C 0.162 0.408 4.749
C -0.325 -3.044 -1.864
N -0.291 -4.338 -1.640
H 0.851 2.489 -4.528
H -4.231 -6.881 2.480
H 2.067 -8.409 0.742
N -0.135 -2.272 -0.769
C 0.100 -5.657 0.390
C -3.982 6.844 -2.478
H 0.210 -9.482 1.496
C 3.588 6.642 -3.130
H -0.540 3.356 -3.909
C -0.606 -7.636 3.528
C -3.258 7.644 -1.608
H -3.955 -1.568 -1.807
C 2.837 -4.944 1.506
H 0.477 6.798 4.943
C -0.239 2.539 -4.564
H -4.300 -0.899 -0.214
H -3.967 3.066 -1.090
H 3.932 4.559 -3.499
H 4.819 0.466 2.899
H -3.597 8.649 -1.386
S -0.518 0.321 3.122
C -2.704 1.145 -4.395
C 0.020 -3.168 0.182
C 1.716 7.146 -1.716
H 2.336 -3.884 -0.912
C -0.352 -0.174 -5.295
C -1.639 5.869 -1.273
H 2.744 -5.564 2.397
H -0.542 2.767 -5.588
C -0.992 -7.887 2.214
H 3.976 -4.483 -0.987
H 2.704 -5.271 -1.928
C 3.883 -6.748 0.180
H -0.500 -2.648 -2.848
C -3.716 1.052 -3.433
H -1.746 6.238 4.007
P -3.323 0.781 -1.650
C -3.213 -7.094 2.767
H -0.864 0.525 7.973
H 6.488 0.618 1.112
C 1.317 -7.699 1.094
H 2.242 6.117 1.115
C -3.059 1.392 -5.723
H -0.490 -8.515 0.229
C -4.355 2.074 -0.857
C 2.718 -5.744 0.206
H -4.623 1.732 -7.142
H -0.513 0.227 -6.297
H 2.469 6.740 3.475
H 3.921 -7.378 1.067
H 0.717 -0.353 -5.172
C -2.791 -6.839 4.059
C 4.486 0.511 1.873
C -1.492 -7.112 4.453
C -4.377 1.538 -6.107
H 0.176 -2.971 1.227
H 3.866 -7.400 -0.695
H -2.282 1.474 -6.473
H 5.713 0.700 -1.269
H -1.559 7.793 -0.326
H -4.289 1.941 0.225
H -0.775 -6.258 0.148
C 2.038 0.435 2.553
H -5.400 -0.570 -1.561
C 1.181 0.613 7.331
C 1.418 5.791 -1.568
N 2.732 0.518 0.254
O 1.151 -7.021 -1.201
H 3.388 0.668 4.077
Cl -3.911 -6.170 5.211
H -5.833 1.124 -3.097
H 3.816 -4.467 1.547
C -3.546 5.554 -2.744
H 3.275 0.613 -1.717
C 0.378 6.523 3.900
C -0.015 -8.450 1.211
C 5.436 0.589 0.865
C 1.536 0.495 4.954
C -5.381 1.436 -5.155
H 0.405 -7.856 3.845
C -2.102 7.156 -1.015
H 1.653 -7.392 2.086
C 2.929 -4.791 -0.977